The following is a quantum chemistry calculation of a molecular structure, C36H52Ge2N3O2PV in a non-equilibrium geometry, from the OMol25 dataset.

```
97
Properties=species:S:1:pos:R:3:forces:R:3
V -1.114036 -0.812275 0.453497 -0.7429 -0.1337 0.8539
C -2.042836 2.661057 3.758014 0.0999 -0.0900 0.0172
Ge -1.833138 1.823027 2.003967 -0.4945 1.2370 -0.1757
C -3.557243 1.010308 1.440012 0.1340 0.7946 -0.5449
C -1.330900 3.289248 0.814180 -0.0702 0.0808 -0.8644
C -0.465715 0.487296 1.768993 1.3908 0.2236 -1.3059
H -1.523189 2.104679 4.546583 -0.3531 0.3193 0.0094
H -3.112169 2.740386 3.924432 -0.2040 -0.3690 0.3933
H -1.723736 3.709966 3.719561 0.3987 -0.4190 -0.0453
H -3.499172 0.428244 0.509767 0.0900 -0.1143 0.0338
H -4.176855 1.881251 1.150734 0.0311 -0.4699 0.3555
H -4.025853 0.401197 2.205064 -0.0753 0.0299 0.0436
H -1.463292 4.290901 1.268045 0.0426 -0.6330 -0.1323
H -1.997048 3.233390 -0.076313 0.6017 0.1912 0.3314
H -0.268873 3.174600 0.498035 -0.7184 0.1627 0.0981
H -0.267469 -0.123583 2.613502 0.2729 -0.7196 1.0900
H 0.495898 0.913374 1.370454 -0.6911 -0.1973 0.3654
C -3.957646 -5.430265 0.804188 0.4715 -0.0381 0.8658
N -3.578696 -3.992296 0.876938 0.9453 -0.2109 0.8651
C -4.606892 -3.064809 0.457985 0.6297 1.0380 -0.9755
P -2.329921 -3.380947 1.848945 -2.2227 0.2657 -0.6398
O -2.564210 -1.853856 1.936947 1.2969 -1.1369 -0.4645
N -0.999415 -3.710476 0.963301 2.4416 -0.1802 -1.2996
C 0.419213 -3.912350 1.449217 -0.9134 -0.5287 0.4592
C -1.110596 -3.665678 -0.522248 0.0661 0.1865 -0.0117
N -2.234917 -4.196302 3.269550 0.5891 -0.2825 0.0378
C -1.635281 -5.575151 3.296565 -0.7418 -0.1267 0.3355
C -2.343276 -3.543869 4.599431 0.1499 -0.5158 -0.0590
H -4.625988 -5.719850 1.674163 0.5647 0.2727 -1.1060
H -3.070912 -6.118251 0.822397 -0.6371 0.8340 0.0411
H -4.440220 -5.606339 -0.164644 -0.1345 0.0755 0.3645
H -5.484312 -3.106640 1.057080 -0.8345 -0.0571 0.7278
H -4.910824 -3.285259 -0.571696 0.1163 0.0378 0.0379
H -4.203060 -2.020611 0.505439 -0.5759 -0.9901 -0.1372
H 0.782899 -4.934320 1.257715 -0.3393 0.2448 -0.3057
H 0.430857 -3.840273 2.548766 0.1005 0.4525 -0.4661
H 1.117248 -3.222957 0.952929 -0.3066 -0.0079 0.3133
H -1.934280 -3.010553 -0.820184 -0.3463 -0.3572 -0.0916
H -1.203111 -4.641396 -1.020396 -0.2951 0.1665 0.3935
H -0.240911 -3.205483 -0.987463 0.5441 0.0559 0.2704
H -1.539525 -6.087756 2.304630 -0.1318 0.8835 0.8392
H -2.277062 -6.214480 3.941550 0.2568 0.3825 -0.5020
H -0.666256 -5.537806 3.790578 0.2144 -0.0036 -0.1400
H -2.560257 -4.291945 5.377392 -0.1943 0.1208 -0.5070
H -3.087157 -2.760050 4.635362 -0.3404 -0.0349 -0.2754
H -1.412434 -3.087937 4.892823 0.5908 0.1808 0.0218
C -2.833304 -0.042237 -5.755480 -0.7379 1.4268 1.2578
C -1.464115 0.161113 -5.915173 -0.6982 -1.0761 -0.1525
C -0.629236 0.097184 -4.828879 0.7223 0.4900 1.1474
C -1.148279 0.030144 -3.539020 -0.6220 -0.4056 1.6988
C -2.542518 -0.079650 -3.343929 1.3037 0.2816 -0.6291
C -3.377412 -0.018539 -4.436816 -0.1295 -0.5678 -1.2500
Ge 0.010203 0.098102 -1.861549 0.7308 -0.7515 -2.2167
C 1.157214 1.667801 -2.347698 0.2198 1.5420 1.5196
C 2.445628 1.908752 -1.829152 0.9129 -0.2461 -0.4508
C 3.343926 2.902367 -2.322919 -3.0017 -0.7755 0.0374
C 2.811228 3.900388 -3.129707 -0.5575 -0.0211 0.0875
C 1.430238 3.900857 -3.339112 -1.2833 -1.4752 -0.2229
C 0.618290 2.775819 -3.020095 0.7260 0.2756 -0.0195
C 1.322132 -1.338853 -2.513615 0.4769 -0.0710 1.9375
C 2.592946 -1.415511 -1.876891 -0.5216 -0.2026 -1.5380
C 3.618329 -2.211197 -2.368876 -0.8868 -0.2148 -0.5177
C 3.290896 -3.039484 -3.448707 0.1719 -0.7464 -0.5011
C 1.993637 -3.166473 -3.947797 -0.5521 0.1452 -0.1159
C 1.010683 -2.285098 -3.476744 -0.8230 -0.1020 -0.0639
H -3.531161 -0.018579 -6.590870 0.3104 -0.0316 0.0637
H -1.004174 0.261286 -6.871770 -0.0243 -0.0352 -0.7135
H 0.457150 0.108942 -4.960101 -0.3526 0.2540 -0.0289
H -2.927330 -0.246334 -2.348233 -0.2477 0.3746 0.1894
H -4.450606 0.047909 -4.264514 0.1131 -0.3640 -0.3050
H 2.791680 1.321726 -0.981461 0.1608 -0.2196 -0.4322
H 4.337544 2.907168 -1.995601 1.3010 0.0751 0.4128
H 3.423093 4.695342 -3.538935 -0.0045 0.0129 0.1400
H 0.848983 4.676571 -3.811566 0.5595 0.4989 -0.2532
H -0.449206 2.770459 -3.254191 0.3524 0.1865 -0.2023
H 2.827620 -0.730324 -1.116672 0.1943 0.7372 1.0607
H 4.616460 -2.168534 -1.938085 -0.1809 -0.0884 -0.2013
H 4.034609 -3.636615 -3.964150 0.2332 -0.0423 0.3616
H 1.715400 -3.930475 -4.714927 0.5424 0.8225 0.6731
H -0.047393 -2.285463 -3.824452 1.0282 -0.2892 -0.1199
C 3.967886 2.098683 1.958418 -1.3750 -2.0087 0.2247
C 3.239898 3.294840 1.433268 -0.7240 -0.3385 -0.8878
O 2.263262 3.238074 0.696321 0.3228 -0.1767 0.7519
C 3.810290 4.553990 1.874826 -0.3315 3.3482 -0.0193
C 5.102331 4.673361 2.395577 -1.6545 0.1019 -0.0825
C 5.536889 5.889077 2.861226 -0.9082 1.1958 -0.8261
C 4.753820 7.042303 2.747882 0.0794 -0.7284 0.1822
C 3.412162 6.954319 2.293860 1.4812 1.4253 0.9219
C 2.997557 5.800769 1.768100 0.5843 -4.2825 -0.9675
H 3.875607 1.218243 1.259003 0.0834 0.9726 0.5998
H 3.480844 1.753825 2.950225 1.0519 0.7421 -1.3704
H 4.996107 2.397107 2.057713 0.2390 -0.6737 0.4212
H 5.835417 3.900394 2.424897 0.0496 -0.6176 0.0935
H 6.529670 5.846686 3.199144 1.2242 0.8275 0.4927
H 5.213449 8.007787 2.898161 -0.1661 0.0994 0.5597
H 2.734788 7.796713 2.392587 0.3016 0.1559 -0.5131
H 2.129438 5.720103 1.120695 -0.3706 -0.0593 0.6514
```
Forces are in eV/Å.

Results
HOMO-LUMO gap (alpha / beta) (eV): 6.43 / 7.12
LUMO level (alpha / beta) (hartree): -0.141 / -0.115
HOMO level (alpha / beta) (eV): -10.27 / -10.27
Spin multiplicity: 3
Net charge: +1
ΔE to the lowest compared entry with this formula, charge and spin (kcal per mole): 37.7

The following is a quantum chemistry calculation of a molecular structure, C36H52N12O12P in a non-equilibrium geometry, from the OMol25 dataset.

```
113
Properties=species:S:1:pos:R:3:forces:R:3
P -0.188962 0.069576 -0.127820 -1.0720 -3.7792 -4.7330
O -1.376814 0.946488 -0.023726 -2.6475 2.6625 0.4869
O -0.686691 -1.294025 -0.881368 1.5789 3.9722 2.5701
O 0.385490 -0.158386 1.206516 0.0646 -1.0789 1.4652
O 0.778163 0.805024 -1.005157 1.4734 -0.1837 -0.3054
N -0.392888 0.764431 3.411615 0.8478 -0.2840 0.8790
C 0.125715 0.756724 4.762616 -1.5272 0.8042 -3.4401
C -0.726381 1.576608 5.569915 2.9533 -2.6518 0.6219
C -1.721052 2.031093 4.678444 -0.9048 -0.8175 -3.5810
C -1.520910 1.475321 3.302715 1.3790 0.6453 5.3958
H -0.065544 0.388873 2.423105 0.0829 -0.0872 2.0049
H 1.093472 0.271581 4.760228 -0.0940 0.0630 1.0745
H -0.360707 1.420026 6.738064 -1.8730 1.4651 -3.0048
H -2.539371 2.697720 4.612379 -0.7880 0.7205 1.5345
H -2.073726 1.372223 2.401244 -0.6288 0.6424 -0.3598
N 0.778614 -2.049966 -2.811335 0.6319 -7.8814 -3.5094
C 1.683291 -1.328177 -3.370121 1.9417 -7.8767 -7.6652
C 2.288707 -2.113093 -4.492202 -6.6320 -2.7588 8.1732
C 1.746563 -3.510290 -4.387295 -2.3124 5.5230 4.0994
C 0.757159 -3.459703 -3.313513 5.3706 5.6918 -3.2476
H 0.248479 -1.742184 -2.092772 -2.4575 1.3225 3.3591
H 1.769281 -0.494700 -2.957404 1.5139 7.6461 2.5888
H 2.883147 -2.003338 -5.207654 5.3689 2.2084 -5.4264
H 2.056430 -4.304734 -4.975417 0.2410 -1.4216 -0.9492
H 0.146058 -4.203273 -3.097593 -3.0281 -2.7011 1.7383
N -1.623300 3.666161 -0.145004 1.4281 -1.9173 -2.2016
C -1.523922 4.436423 -1.285130 -2.6751 3.3414 3.3948
C -2.056927 5.785690 -0.931540 -0.1914 -3.6030 1.2272
C -2.466916 5.705246 0.529617 2.6920 -4.1506 -3.4800
C -2.088544 4.346741 0.923125 -1.1612 4.3920 -5.0009
H -1.360949 2.547735 -0.217086 -0.7050 2.5508 0.8939
H -1.356604 3.997261 -2.227506 0.4019 -0.2638 -0.8780
H -2.386812 6.431243 -1.753595 0.3313 0.1898 0.7556
H -2.897722 6.398778 1.172889 -0.4757 1.2417 0.7705
H -1.864852 3.954406 1.792519 0.2991 -1.7759 4.6257
N 2.328750 -0.527963 2.524878 5.4037 2.2237 0.1332
C 3.637830 0.121727 2.370572 -0.0762 -4.5218 4.6798
C 4.603393 -0.465459 3.315597 -10.0447 -1.7689 -1.3766
C 3.780173 -1.510354 4.037589 0.1184 0.7533 -1.7024
C 2.442157 -1.486596 3.441649 0.3174 -3.2289 1.9663
H 1.507420 -0.250169 1.942784 0.5747 -0.6116 0.0798
H 3.885929 0.906019 1.776694 -0.0588 2.1227 -1.9817
H 5.569998 -0.293626 3.299078 4.4846 0.8981 0.3041
H 4.240963 -2.246271 4.770479 -1.1154 0.9552 -1.0960
H 1.542076 -2.346450 3.510620 2.6200 2.6828 0.2165
N 0.957500 2.330846 -2.934663 -1.4989 -1.4471 2.6611
C 1.427693 3.574652 -2.765240 -0.9273 -3.7776 -14.2723
C 1.615324 4.056412 -4.168757 -0.9699 -1.4017 1.3380
C 1.033121 3.069404 -5.121402 0.6290 -0.8716 10.6916
C 0.632410 1.949779 -4.124445 -0.2430 1.8313 -6.9442
H 0.747919 1.603517 -2.171474 0.2898 0.9736 0.2929
H 1.587050 3.957604 -1.961478 2.0508 4.3713 9.3034
H 2.194621 4.980902 -4.311935 -0.6538 -0.4006 -0.4578
H 0.993737 2.966206 -6.091113 -0.0967 -0.0706 -4.9179
H 0.037783 1.013949 -4.484425 1.5397 1.6749 1.3930
N -3.683731 0.301451 0.612906 2.0165 1.0275 -1.4802
C -4.591167 1.172798 1.142174 -1.0887 -2.5890 0.2129
C -5.757606 0.363046 1.331631 2.7663 -1.3042 -0.7450
C -5.501501 -1.065728 0.916372 2.3118 5.7324 -0.4644
C -4.190869 -0.903594 0.342693 -1.0644 -4.3019 1.2040
H -2.575638 0.610490 0.288360 -1.6240 -0.5639 0.6342
H -4.220541 2.176076 1.431165 -0.8644 -0.7198 -0.3043
H -6.594368 0.726368 1.793146 -2.2064 0.6996 1.0900
H -6.159012 -1.869401 1.095214 -0.3635 -0.8328 -0.3127
H -3.581660 -1.850579 -0.014244 -0.8895 2.5162 0.4842
N 3.417436 0.620390 -0.894998 4.4559 -0.8659 -1.0085
C 4.278242 -0.553324 -1.016491 2.0418 3.5757 0.4185
C 5.739973 0.014562 -1.084027 -5.8487 0.1558 0.6428
C 5.582392 1.524198 -1.122937 -4.5169 -4.3954 0.8158
C 4.126628 1.851877 -1.005538 3.8312 -4.9779 -0.1105
H 2.420465 0.594529 -0.718682 -0.7368 -0.0556 -0.4945
H 3.854677 -1.643262 -1.052166 0.8829 2.5462 0.2831
H 6.534456 -0.713331 -0.799489 -0.3012 1.1928 -0.7605
H 6.448848 2.080646 -1.154119 1.2177 1.7600 -0.1165
H 3.601375 2.742871 -1.167462 -0.5124 1.0488 0.0779
N -1.628480 -3.500076 -1.082655 -1.4768 -0.4618 -0.7030
C -2.578621 -3.637515 -2.043010 -1.7108 -4.9235 0.0516
C -3.073512 -5.043980 -1.936298 -0.0271 0.1397 0.5527
C -2.442802 -5.700666 -0.646981 2.2952 4.5424 -1.2124
C -1.481982 -4.572431 -0.263052 -2.0374 -1.9393 0.9465
H -1.233285 -2.527174 -1.061896 0.4647 -0.2727 1.3496
H -3.021196 -2.852035 -2.716329 1.1321 -0.8223 0.8906
H -3.830559 -5.515717 -2.773831 1.9600 1.1543 2.6104
H -2.415107 -6.653635 0.020433 -0.5424 1.7247 -1.9715
H -0.907309 -4.412137 0.744278 -0.9484 -0.6766 -2.3842
C 1.443296 3.141241 1.293080 -0.9313 0.7334 3.2596
N 2.299260 3.896840 2.347869 -0.1466 -1.4612 -2.4393
O 3.477285 3.614517 2.426671 0.0676 0.1224 0.4724
O 1.733572 4.790871 2.894593 -0.3434 1.2483 1.2715
H 0.676889 2.575583 1.952168 0.0158 2.0275 -1.3869
H 1.961086 2.294596 1.057780 2.1145 -1.7031 -1.5712
H 1.293416 3.912415 0.517140 -0.8008 -0.9069 0.4584
C -2.419561 0.287141 -2.703601 -1.9530 2.9239 3.7744
N -3.724807 0.301954 -3.419945 -3.1598 0.7566 -1.4556
O -4.260717 -0.779022 -3.606379 0.9429 -0.1800 0.2324
O -4.366127 1.337629 -3.809828 2.8353 -1.6101 1.4027
H -2.260251 1.308724 -2.318274 0.0351 0.1449 -1.0719
H -1.590843 0.016628 -3.269705 0.9619 -1.1777 -1.0037
H -2.542634 -0.080465 -1.621092 -0.0106 -0.9388 -2.3781
C 1.825682 -3.044535 0.559201 -2.6320 -0.9419 -1.0404
N 2.062314 -4.474391 0.974029 -3.5771 -1.1282 -0.8821
O 1.581418 -5.322930 0.192537 1.5041 0.7937 1.1300
O 2.473082 -4.718410 2.091756 0.5157 0.1692 -0.6947
H 2.666330 -2.658016 0.985275 2.7565 2.1387 -0.1365
H 1.045922 -2.522633 1.157494 0.0890 -1.1708 -0.0529
H 1.437188 -2.982502 -0.523055 1.5262 -0.1238 1.6176
C -1.816801 -2.081474 2.723362 4.6565 -1.7784 -2.9629
N -1.566146 -3.519159 3.076611 2.2370 -1.1192 1.5741
O -0.406671 -3.889674 3.432980 -2.0547 1.3462 -0.8362
O -2.474910 -4.312307 3.024048 -0.4112 0.3386 -0.1740
H -0.990779 -1.918866 1.853308 -1.7300 -0.0087 2.2032
H -1.634904 -1.419614 3.516866 0.0090 0.6687 1.1012
H -2.683962 -2.106490 2.194180 -2.9028 0.4862 -0.7952
```
Forces are in eV/Å.

Results
HOMO-LUMO gap (eV): 7.34
LUMO level (hartree): 0.228
HOMO level (eV): -1.14
Spin multiplicity: 1
Net charge: -3
ΔE to the lowest compared entry with this formula, charge and spin (kcal per mole): 0.0